57
Properties=species:S:1:pos:R:3:forces:R:3:nbo_charge:R:1 method="wB97M-V/def2-TZVPD" total_energy_ha=-1712.435106 homo_ev=-6.933 orbital_gap_ev=6.20
Pd -0.389948 -0.507407 0.653795 0.0 -0.1 0.1 0.677
C 3.542898 0.905129 -0.283751 0.0 0.0 0.0 -0.277
C 4.436260 0.041244 0.341738 0.0 0.0 0.0 -0.145
C 3.925736 -1.020480 1.038677 0.0 0.0 0.0 -0.234
C 2.537151 -1.230874 1.126595 0.0 0.0 0.0 0.371
N 1.674859 -0.342010 0.585825 0.1 0.0 -0.1 -0.475
C 2.199307 0.680171 -0.131030 0.0 0.0 0.0 0.065
N 2.200051 -2.391817 1.782717 0.0 0.0 0.1 -0.526
C 1.021121 -2.894209 1.824087 -0.1 0.0 0.0 0.480
N -0.147979 -2.419240 1.302605 -0.1 0.3 -0.1 -0.646
C -1.183765 -3.207367 1.712539 0.1 0.0 0.0 0.456
N -2.446408 -3.052362 1.548721 0.0 0.0 0.1 -0.530
C -3.033985 -2.022308 0.852788 -0.1 0.0 0.0 0.382
C -4.410640 -2.215217 0.632401 0.0 0.0 0.0 -0.237
C -5.138282 -1.327958 -0.113274 0.0 0.0 0.0 -0.144
C -4.477659 -0.227342 -0.649733 0.0 0.0 0.0 -0.277
C -3.146310 -0.061095 -0.368371 0.0 0.0 0.0 0.058
N -2.416201 -0.909436 0.395749 0.0 0.0 -0.1 -0.483
C -0.630186 -4.357141 2.465960 0.0 0.0 0.0 -0.012
C -1.238261 -5.449748 3.050212 0.0 0.0 0.0 -0.195
C -0.414855 -6.356466 3.709457 0.0 0.0 0.0 -0.199
C 0.963250 -6.160749 3.778984 0.0 0.0 0.0 -0.202
C 1.563368 -5.051909 3.191535 0.0 0.0 0.0 -0.164
C 0.736591 -4.163004 2.534945 0.0 0.0 0.0 -0.099
H 3.867179 1.750139 -0.873740 0.0 0.0 0.0 0.232
H 5.505618 0.191142 0.270898 0.0 0.0 0.0 0.222
H 4.555339 -1.748287 1.527623 0.0 0.0 0.0 0.236
H 1.496739 1.342912 -0.600104 -0.1 0.0 0.0 0.233
H -4.846411 -3.104253 1.062317 0.0 0.0 0.0 0.236
H -6.194309 -1.488720 -0.286228 0.0 0.0 0.0 0.222
H -4.979002 0.505419 -1.264954 0.0 0.0 0.0 0.229
H -2.620467 0.797217 -0.744912 0.0 0.0 0.0 0.231
H -2.309632 -5.586118 2.994141 0.0 0.0 0.0 0.232
H -0.849435 -7.228754 4.180194 0.0 0.0 0.0 0.216
H 1.574322 -6.884489 4.302562 0.0 0.0 0.0 0.216
H 2.630537 -4.884447 3.243440 0.0 0.0 0.0 0.231
C 1.223298 5.340306 -4.453514 0.0 0.0 0.0 -0.625
C 0.755665 4.556772 -3.258077 0.0 0.0 0.1 -0.016
C 0.647420 5.143774 -2.002860 0.0 0.0 -0.1 -0.216
C 0.221545 4.432425 -0.888542 0.0 0.0 0.0 -0.079
C 0.136707 5.156872 0.427738 0.0 0.0 0.0 -0.639
C -0.121425 3.073280 -1.020043 0.0 0.0 0.1 -0.155
Te -0.779630 2.114481 0.778238 0.0 -0.1 0.0 -0.070
C -0.029571 2.469545 -2.279923 0.0 -0.1 0.0 -0.081
C -0.379613 1.029938 -2.564646 0.0 0.0 0.0 -0.643
C 0.412563 3.221397 -3.368584 0.0 0.0 0.0 -0.220
H 1.449605 6.371380 -4.183560 0.0 0.0 0.0 0.213
H 0.461938 5.357991 -5.235326 0.0 0.0 0.0 0.218
H 2.124104 4.901294 -4.886149 0.0 0.0 0.0 0.217
H 0.905204 6.190753 -1.883037 0.0 0.0 0.0 0.201
H 0.450130 6.193829 0.312696 0.0 0.0 0.0 0.212
H 0.767404 4.683090 1.182644 0.0 0.0 0.0 0.231
H -0.882102 5.152699 0.821790 0.0 0.0 0.0 0.223
H -0.630948 0.469690 -1.668088 0.0 0.0 0.1 0.210
H 0.459957 0.519340 -3.042091 0.0 0.0 0.0 0.220
H -1.230109 0.969939 -3.247485 0.0 0.0 0.0 0.221
H 0.481244 2.731026 -4.335574 0.0 0.0 0.0 0.200